Formula: C14H36AlN4O5
Source: the Open Molecules 2025 dataset
Level of theory: wB97M-V/def2-TZVPD

Properties
**Charge**: -1
**Energy relative to the best compared isomer or geometry (same formula, charge and spin)**: 0.0 kcal/mol
**HOMO level**: -4.35 eV
**Kohn-Sham gap**: 6.785 eV

Geometry as XYZ:
```
60
Properties=species:S:1:pos:R:3:mulliken_charge:R:1
C -1.79 1.34 -1.49 -0.763
O -0.88 0.95 -0.51 -0.432
C -0.36 -0.39 -0.76 -0.309
Al 0.83 -0.73 -2.40 -0.050
H -2.71 0.73 -1.44 0.299
H -2.06 2.38 -1.33 0.234
H -1.37 1.23 -2.50 0.219
H 0.25 -0.60 0.13 0.172
H -1.21 -1.08 -0.71 0.160
H 0.63 0.44 -3.51 -0.263
H 2.40 -0.79 -1.87 -0.282
H 0.41 -2.21 -2.97 -0.077
C -0.58 2.41 2.25 -1.106
C 0.59 2.89 3.06 0.862
O 0.91 4.07 3.13 -0.671
N 1.30 1.95 3.74 -0.123
C 1.10 0.52 3.74 -0.810
H -1.03 3.27 1.75 0.270
H -0.30 1.69 1.47 0.223
H -1.33 1.93 2.88 0.378
H 2.08 2.32 4.26 0.231
H 0.90 0.14 4.75 0.281
H 1.96 -0.01 3.34 0.287
H 0.25 0.27 3.11 0.287
C -0.91 -3.59 -6.09 -1.097
C -0.12 -2.38 -6.51 0.652
O -0.28 -1.29 -6.01 -0.565
N 0.84 -2.56 -7.48 -0.154
C 1.20 -3.77 -8.17 -0.833
H -1.63 -3.30 -5.34 0.249
H -1.42 -4.06 -6.93 0.404
H -0.24 -4.32 -5.64 0.252
H 1.35 -1.71 -7.70 0.234
H 2.24 -4.05 -7.99 0.274
H 1.06 -3.69 -9.25 0.275
H 0.57 -4.59 -7.82 0.302
C -1.46 -4.07 -0.73 -1.424
C -1.33 -4.55 -2.16 0.831
O -1.91 -4.00 -3.07 -0.563
N -0.50 -5.62 -2.40 -0.116
C 0.28 -6.36 -1.44 -0.911
H -2.12 -3.21 -0.75 0.244
H -1.86 -4.84 -0.08 0.445
H -0.49 -3.75 -0.35 0.411
H -0.45 -5.87 -3.37 0.205
H 1.35 -6.29 -1.66 0.293
H 0.01 -7.41 -1.42 0.293
H 0.13 -5.95 -0.45 0.310
C -0.45 6.95 8.20 -1.193
C 1.04 6.94 7.92 0.733
O 1.84 7.33 8.76 -0.665
N 1.44 6.47 6.72 -0.109
C 0.63 5.97 5.63 -0.726
H -0.59 7.35 9.20 0.294
H -0.99 7.57 7.48 0.329
H -0.88 5.95 8.15 0.341
H 2.44 6.49 6.59 0.211
H 0.88 4.94 5.37 0.224
H 0.77 6.56 4.72 0.251
H -0.42 6.01 5.90 0.279
```

***

Formula: C14H36Cl3N6O9P3TeW
Source: the Open Molecules 2025 dataset
Level of theory: wB97M-V/def2-TZVPD

Properties
**Charge**: +2
**Energy relative to the best compared isomer or geometry (same formula, charge and spin)**: 142.0 kcal/mol
**2S+1**: 3
**HOMO level (alpha / beta)**: -12.59 / -12.38 eV
**Kohn-Sham gap (alpha / beta)**: 4.848 / 4.153 eV

Geometry as XYZ:
```
73
Properties=species:S:1:pos:R:3:lowdin_spin:R:1
W -0.02 0.03 -0.53 0.604
N 0.55 0.43 2.05 -0.005
C 0.02 -0.38 3.17 -0.001
C -0.36 -1.78 2.70 0.000
N -1.34 -1.71 1.60 -0.003
C -2.66 -1.34 2.17 0.000
C -3.21 -0.10 1.48 0.002
N -2.12 0.87 1.24 0.036
C -1.44 -3.00 0.89 0.000
C -2.40 -2.90 -0.31 0.002
N -2.11 -1.68 -1.10 0.027
H 1.55 0.19 1.97 0.000
H 0.52 1.41 2.32 0.000
H -0.86 0.13 3.59 0.000
H 0.75 -0.48 3.98 0.000
H -0.75 -2.36 3.55 0.000
H 0.54 -2.28 2.34 0.000
H -2.56 -1.14 3.24 0.000
H -3.37 -2.17 2.07 0.000
H -4.01 0.32 2.10 0.001
H -3.64 -0.36 0.51 0.000
H -1.88 1.28 2.14 0.001
H -2.56 1.63 0.71 0.001
H -1.79 -3.80 1.55 0.000
H -0.45 -3.26 0.51 0.000
H -3.43 -2.89 0.03 0.000
H -2.25 -3.79 -0.92 0.000
H -2.98 -1.17 -1.28 0.001
H -1.79 -1.98 -2.02 -0.001
N 4.20 -0.84 0.07 0.034
C 3.44 -1.55 -0.99 0.387
C 4.30 -2.41 -1.84 0.037
P 2.07 -2.46 -0.22 0.030
O 2.76 -2.88 1.22 0.014
O 1.49 -3.61 -0.91 0.015
O 0.98 -1.43 0.26 0.021
P 2.21 0.50 -1.71 0.249
O 3.32 1.66 -1.95 0.055
O 2.02 0.70 -0.14 0.019
O 0.79 1.15 -2.09 0.151
H 5.11 -0.52 -0.29 0.000
H 4.34 -1.44 0.90 0.009
H 3.60 -0.02 0.32 0.004
H 4.86 -3.14 -1.25 0.016
H 5.02 -1.84 -2.43 0.005
H 3.67 -2.97 -2.53 0.001
H 2.72 -3.83 1.35 0.000
H 3.57 1.80 -2.86 0.003
C -3.91 4.62 0.44 0.000
C -2.68 4.40 -0.43 0.001
O -2.48 2.98 -0.60 0.001
P -1.22 2.33 -1.37 0.000
O -1.60 0.85 -1.28 0.041
Te -0.66 3.38 -3.35 0.105
O -0.12 2.37 -0.04 0.002
C 0.88 3.44 -0.20 0.000
C 1.64 3.67 1.09 0.000
H -3.90 3.93 1.28 0.000
H -4.82 4.48 -0.12 0.000
H -3.89 5.63 0.83 0.000
H -1.80 4.81 0.07 0.000
H -2.79 4.86 -1.41 0.002
H 0.37 4.35 -0.52 0.000
H 1.58 3.13 -0.99 0.001
H 0.98 4.04 1.87 0.000
H 2.41 4.42 0.90 0.000
H 2.13 2.75 1.39 0.000
Cl 1.08 -1.68 -5.33 0.005
C 0.71 -2.74 -3.95 0.013
Cl 1.72 -4.17 -3.97 0.002
Cl -1.06 -3.28 -4.10 0.018
C 0.90 -1.90 -2.78 0.137
N 0.14 -1.23 -2.10 -0.042
```

***

Formula: C14H37BNO6PTa
Source: the Open Molecules 2025 dataset
Level of theory: wB97M-V/def2-TZVPD

Properties
**Charge**: -1
**Energy relative to the best compared isomer or geometry (same formula, charge and spin)**: 183.1 kcal/mol
**HOMO level**: -4.75 eV
**Kohn-Sham gap**: 6.499 eV

Geometry as XYZ:
```
61
Properties=species:S:1:pos:R:3:mulliken_charge:R:1
C -4.11 -3.24 -2.03 -0.915
C -4.23 -2.07 -0.87 -0.084
O -4.32 -0.74 -1.51 -0.302
C -3.69 0.31 -0.65 -0.776
Ta -1.42 0.29 -1.13 0.555
C -1.25 2.60 -1.25 -1.231
C 0.14 3.17 -1.88 -0.464
C 1.46 3.02 -0.91 -0.013
C 2.60 1.97 -1.47 -0.793
C 2.97 0.75 -0.40 -0.089
C 3.99 1.19 0.79 -0.561
C 4.07 0.20 2.09 -0.507
C 2.86 -0.89 2.24 0.378
C 2.68 -1.51 3.77 -0.567
O 3.75 -2.48 4.06 -0.408
C 3.45 -3.79 3.40 -0.540
B -1.01 0.46 1.16 0.723
O -0.54 1.70 1.86 -0.439
O -1.24 -0.71 2.09 -0.380
C -2.15 -0.11 3.12 -0.587
P -2.05 0.21 -3.65 0.454
N -2.20 -1.31 -4.21 -0.714
O -3.54 1.12 -3.83 -0.548
O -0.82 1.11 -4.53 -0.534
H -4.39 -4.31 -1.60 0.332
H -4.83 -3.07 -2.95 0.225
H -3.01 -3.36 -2.47 0.161
H -3.33 -2.21 -0.14 0.123
H -5.22 -2.31 -0.26 0.231
H -4.16 1.37 -0.84 0.211
H -3.80 -0.05 0.48 0.307
H -1.42 -1.57 -0.99 -0.166
H 0.37 0.19 -1.57 -0.032
H -2.15 2.97 -1.95 0.443
H -1.47 3.04 -0.18 0.318
H 0.44 2.73 -2.92 0.086
H -0.03 4.34 -2.06 0.289
H 1.14 2.83 0.21 -0.024
H 1.99 4.09 -0.90 0.293
H 3.54 2.54 -1.88 0.334
H 2.12 1.41 -2.42 0.266
H 1.95 0.30 -0.08 -0.153
H 3.54 -0.07 -1.05 0.262
H 5.08 1.21 0.32 0.224
H 3.76 2.31 1.10 0.255
H 5.09 -0.38 2.09 0.230
H 4.02 0.90 3.05 0.171
H 2.94 -1.81 1.50 0.225
H 1.82 -0.38 1.99 -0.308
H 2.78 -0.59 4.50 0.324
H 1.59 -1.95 3.95 0.270
H 3.57 -4.69 4.14 0.228
H 4.16 -3.84 2.46 0.203
H 2.33 -3.78 2.99 0.266
H 0.36 1.52 2.29 0.306
H -2.89 -0.91 3.59 0.238
H -2.86 0.72 2.64 0.196
H -1.54 0.46 3.96 0.178
H -1.52 -1.47 -4.98 0.181
H -4.30 0.46 -3.86 0.310
H -1.10 2.09 -4.42 0.337
```

***

Formula: C14H37F6GeNO4PPdS2Si3
Source: the Open Molecules 2025 dataset
Level of theory: wB97M-V/def2-TZVPD

Properties
**Charge**: 0
**2S+1**: 2
**HOMO level (alpha / beta)**: -7.73 / -8.79 eV
**Kohn-Sham gap (alpha / beta)**: 7.714 / 6.747 eV

Geometry as XYZ:
```
70
Properties=species:S:1:pos:R:3:lowdin_spin:R:1
Pd 1.32 -0.41 -0.36 0.306
F 5.45 1.61 -0.60 0.000
C 5.36 0.61 -1.51 0.000
F 6.24 -0.35 -1.13 0.000
F 5.84 1.12 -2.68 0.000
S 3.65 -0.01 -1.70 0.010
O 3.23 -0.41 -0.36 0.017
O 3.76 -1.14 -2.63 0.009
N 2.99 1.27 -2.37 0.015
S 1.98 2.12 -1.50 0.011
O 1.06 2.90 -2.34 0.002
O 1.32 1.50 -0.36 0.016
C 3.12 3.37 -0.79 0.000
F 2.50 4.56 -0.55 0.000
F 4.15 3.65 -1.64 0.000
F 3.67 2.98 0.39 0.000
C -1.23 -2.84 2.11 0.001
Si -1.90 -2.51 0.40 0.015
C -1.23 -3.86 -0.71 0.005
C -3.76 -2.64 0.45 0.005
Ge -1.22 -0.41 -0.36 0.123
Si -1.90 -0.02 -2.55 0.041
C -3.76 0.00 -2.69 0.017
C -1.23 1.61 -3.16 0.001
C -1.23 -1.34 -3.69 0.003
Si -1.90 1.29 1.08 0.007
C -1.23 2.93 0.51 0.001
C -1.23 1.00 2.80 0.006
C -3.76 1.39 1.17 0.001
H -1.52 -3.86 2.43 0.000
H -1.65 -2.11 2.83 0.000
H -0.12 -2.76 2.10 0.001
H -1.52 -4.84 -0.30 0.000
H -0.12 -3.79 -0.75 0.005
H -1.65 -3.76 -1.72 0.000
H -4.05 -3.65 0.81 0.001
H -4.17 -2.49 -0.57 0.000
H -4.17 -1.88 1.13 0.000
H -4.17 0.81 -2.05 0.000
H -4.17 -0.97 -2.37 0.000
H -4.05 0.19 -3.74 0.003
H -1.65 2.44 -2.57 0.000
H -1.52 1.75 -4.22 0.000
H -0.12 1.61 -3.08 0.001
H -1.65 -2.32 -3.42 0.000
H -0.12 -1.37 -3.61 0.002
H -1.52 -1.10 -4.73 0.000
H -0.12 2.88 0.45 0.000
H -1.52 3.72 1.24 0.000
H -1.65 3.19 -0.48 0.000
H -0.12 0.93 2.76 0.005
H -1.65 0.07 3.22 0.000
H -1.52 1.85 3.45 0.001
H -4.17 1.61 0.17 0.000
H -4.05 2.21 1.86 0.000
H -4.17 0.44 1.55 0.000
C 0.80 -0.46 3.79 0.063
P 1.32 -0.41 2.03 0.212
C 2.37 1.09 2.05 0.015
C 2.62 -1.71 2.05 0.012
H 1.66 -0.39 4.47 0.010
H 0.27 -1.40 4.01 0.001
H 0.12 0.37 4.01 0.001
H 3.11 1.05 2.85 0.004
H 1.75 1.98 2.19 0.000
H 2.90 1.19 1.09 0.000
H 3.34 -1.55 2.85 0.003
H 3.15 -1.72 1.09 0.001
H 2.17 -2.70 2.19 0.000
H 1.32 -2.11 -0.36 0.048
```

***

no.,calculated total energy (eV)
1,-37897.699
2,-117010.133
3,-40400.498
4,-155688.157